Density functional theory data (ωB97M-V with the def2-TZVPD basis set) for C9H18O2 in the gas phase.

```
29
Properties=species:S:1:pos:R:3:nbo_charge:R:1
C 3.04 2.19 -0.23 -0.60
C 2.77 0.80 0.31 -0.39
C 1.57 0.15 -0.36 -0.40
C 1.27 -1.24 0.21 -0.39
C 0.18 -1.99 -0.55 -0.38
C -1.17 -1.27 -0.64 -0.40
C -1.78 -0.99 0.73 -0.39
C -3.16 -0.33 0.60 -0.51
C -3.07 1.02 -0.07 0.80
O -3.67 1.36 -1.05 -0.59
O -2.22 1.84 0.57 -0.70
H -2.19 2.70 0.12 0.50
H -3.83 -0.96 0.01 0.23
H -3.59 -0.19 1.59 0.23
H -1.89 -1.93 1.28 0.21
H -1.14 -0.33 1.30 0.21
H -1.05 -0.34 -1.18 0.20
H -1.85 -1.90 -1.21 0.20
H 0.53 -2.18 -1.57 0.20
H 0.04 -2.96 -0.07 0.20
H 0.99 -1.14 1.26 0.19
H 2.19 -1.83 0.17 0.20
H 1.76 0.07 -1.43 0.19
H 0.70 0.80 -0.23 0.20
H 2.59 0.86 1.39 0.19
H 3.65 0.17 0.16 0.19
H 3.91 2.64 0.26 0.21
H 3.24 2.16 -1.30 0.20
H 2.19 2.84 -0.06 0.20
```

Properties
Orbital gap: 0.4085 Eh
LUMO energy: 0.02715 Eh
Highest occupied orbital energy: -10.377 eV
ΔE to the lowest compared entry with this formula, charge and spin: 0.0 kcal/mol
SMILES: CCCCCCCCC(=O)O

---

Density functional theory data (ωB97M-V with the def2-TZVPD basis set) for a molecular structure, C17H28AsBN3O4PdS.

```
56
Properties=species:S:1:pos:R:3:nbo_charge:R:1
Pd 0.07 -0.18 0.00 0.76
N 2.65 -3.63 0.42 -0.79
C 2.04 -2.42 0.41 0.28
S 0.30 -2.41 0.60 -0.17
N 2.78 -1.37 0.30 -0.40
N 2.08 -0.17 0.29 -0.28
C 2.79 0.87 0.49 0.17
C 2.35 2.23 0.44 -0.25
C 3.27 3.20 0.88 -0.12
C 2.99 4.54 0.82 -0.26
C 1.77 4.93 0.26 -0.14
C 0.86 4.00 -0.19 -0.31
C 1.11 2.62 -0.10 0.45
O 0.23 1.77 -0.63 -0.79
H 2.14 -4.46 0.65 0.41
H 3.66 -3.64 0.49 0.42
H 3.84 0.67 0.70 0.22
H 4.22 2.86 1.27 0.22
H 3.70 5.28 1.16 0.23
H 1.54 5.99 0.17 0.22
H -0.04 4.33 -0.68 0.22
C -4.26 0.93 2.02 -0.64
C -3.26 1.98 1.57 0.26
C -3.12 3.08 2.60 -0.63
O -1.97 1.28 1.47 -0.75
B -1.86 0.93 0.19 1.29
O -2.72 1.54 -0.70 -0.80
C -3.51 2.49 0.11 0.27
C -2.97 3.88 -0.15 -0.64
C -4.95 2.40 -0.35 -0.64
H -3.93 0.52 2.98 0.24
H -4.32 0.11 1.30 0.21
H -5.25 1.36 2.16 0.23
H -2.94 2.64 3.58 0.23
H -4.04 3.67 2.66 0.22
H -2.29 3.74 2.37 0.23
H -1.94 3.93 0.15 0.22
H -3.54 4.63 0.40 0.23
H -3.05 4.10 -1.21 0.22
H -5.34 1.38 -0.29 0.21
H -5.03 2.74 -1.38 0.23
H -5.58 3.04 0.27 0.23
C -1.70 -2.82 -2.26 -0.99
As -2.27 -1.04 -1.92 1.98
C -1.41 0.14 -3.14 -0.99
C -4.17 -0.94 -2.10 -0.99
O -1.92 -0.66 -0.26 -0.99
H -1.95 -3.05 -3.30 0.26
H -2.21 -3.51 -1.59 0.27
H -0.63 -2.89 -2.10 0.29
H -1.47 -0.29 -4.14 0.26
H -0.37 0.26 -2.85 0.28
H -1.90 1.11 -3.10 0.28
H -4.43 -1.06 -3.15 0.27
H -4.48 0.04 -1.74 0.28
H -4.62 -1.72 -1.50 0.27
```

Properties
Orbital gap: 0.2595 Eh
LUMO energy: -0.12644 Eh
Highest occupied orbital energy: -10.502 eV
ΔE to the lowest compared entry with this formula, charge and spin: 44.5 kcal/mol
Charge: +1

---

Density functional theory data (ωB97M-V with the def2-TZVPD basis set) for C2H3NOS in the gas phase.

```
8
Properties=species:S:1:pos:R:3:nbo_charge:R:1
C -2.19 -0.32 -0.15 -0.12
C 2.48 0.36 0.08 0.41
N -1.39 0.53 0.21 -0.32
O 3.25 -0.50 0.12 -0.45
S 0.59 -0.16 0.18 -0.10
H -2.14 -1.47 -0.43 0.20
H -3.12 0.10 -0.12 0.21
H 2.50 1.45 0.11 0.17
```

Properties
Orbital gap (alpha / beta): 0.2992 / 0.2992 Eh
LUMO energy (alpha / beta): -0.04047 / -0.04046 Eh
Highest occupied orbital energy (alpha / beta): -9.242 / -9.242 eV
ΔE to the lowest compared entry with this formula, charge and spin: 89.4 kcal/mol
SMILES: C=NSC=O

---

Density functional theory data (ωB97M-V with the def2-TZVPD basis set) for 2 unconnected molecules or ions with the total composition C4H16NSi2.

```
23
Properties=species:S:1:pos:R:3:nbo_charge:R:1
C -1.89 -0.45 1.05 -0.71
C -1.17 1.72 0.01 -0.69
C 1.49 -0.23 0.59 -1.02
C -1.09 0.21 -0.02 0.25
N -1.27 -0.54 -1.27 -0.73
Si 1.69 -2.08 0.25 0.93
Si 2.18 1.29 -0.33 0.77
H -2.24 0.31 1.86 0.26
H -2.68 -0.94 0.62 0.20
H -1.35 -1.32 1.63 0.25
H -0.70 2.23 0.81 0.27
H -2.28 1.90 -0.12 0.24
H -0.50 2.01 -0.80 0.22
H 1.12 -0.05 1.68 0.23
H -1.85 -1.27 -1.05 0.43
H -0.36 -0.97 -1.51 0.46
H -1.64 0.03 -2.04 0.44
H 0.61 -1.82 -0.93 -0.26
H 3.14 -2.17 -0.13 -0.07
H 0.95 -2.64 1.37 -0.12
H 2.00 2.47 0.47 -0.12
H 2.10 1.06 -1.87 -0.12
H 3.73 1.23 -0.27 -0.12
```

Properties
Orbital gap (alpha / beta): 0.3160 / 0.2924 Eh
LUMO energy (alpha / beta): -0.14987 / -0.15410 Eh
Highest occupied orbital energy (alpha / beta): -12.677 / -12.150 eV
ΔE to the lowest compared entry with this formula, charge and spin: 100.1 kcal/mol
Charge: +1

---

Density functional theory data (ωB97M-V with the def2-TZVPD basis set) for a molecular structure, C9H32B2FO3Rb.

```
48
Properties=species:S:1:pos:R:3:nbo_charge:R:1
Rb -0.84 0.55 -0.39 0.96
F -0.66 3.23 -1.46 -0.93
B -2.26 -0.31 -3.26 -0.72
H -1.40 0.25 -3.92 -0.07
H -2.77 0.48 -2.51 -0.05
H -3.14 -0.83 -3.92 -0.07
H -1.79 -1.11 -2.48 -0.07
B -3.80 -1.30 0.75 -0.74
H -3.28 -0.63 -0.10 -0.03
H -4.93 -0.87 0.89 -0.04
H -3.87 -2.47 0.40 -0.05
H -3.16 -1.24 1.80 -0.10
C 0.09 0.20 3.73 -0.63
C 0.35 1.59 3.22 0.10
C 1.57 2.24 3.87 -0.63
O 0.51 1.49 1.81 -0.74
H -0.14 0.22 4.80 0.19
H 0.96 -0.43 3.56 0.21
H -0.81 -0.22 3.27 0.25
H -0.50 2.26 3.41 0.16
H 2.47 1.64 3.66 0.20
H 1.45 2.24 4.95 0.20
H 1.73 3.25 3.50 0.20
H 0.68 2.35 1.41 0.49
C 3.31 2.77 -3.47 -0.62
C 1.80 2.51 -3.62 0.11
C 1.53 1.70 -4.89 -0.63
O 1.34 1.81 -2.50 -0.79
H 3.72 3.19 -4.40 0.18
H 3.80 1.82 -3.25 0.20
H 3.50 3.52 -2.70 0.20
H 1.31 3.49 -3.68 0.16
H 2.12 0.78 -4.85 0.19
H 1.81 2.28 -5.77 0.17
H 0.48 1.38 -4.88 0.26
H 0.61 2.36 -2.11 0.53
C 1.08 -3.38 0.93 -0.62
C -0.41 -3.38 1.21 0.10
C -0.71 -3.75 2.66 -0.63
O -0.89 -2.09 0.91 -0.80
H 1.55 -2.56 1.48 0.20
H 1.28 -3.24 -0.13 0.22
H 1.53 -4.32 1.26 0.18
H -0.95 -4.08 0.55 0.16
H -0.17 -3.09 3.34 0.19
H -0.49 -4.80 2.86 0.18
H -1.77 -3.58 2.87 0.23
H -1.83 -1.98 1.17 0.55
```

Properties
Orbital gap: 0.2125 Eh
LUMO energy: 0.14368 Eh
Highest occupied orbital energy: -1.874 eV
Charge: -2

---

Density functional theory data (ωB97M-V with the def2-TZVPD basis set) for a molecular structure, C34H30Cl3F3KN5O2S3Si.

```
82
Properties=species:S:1:pos:R:3:lowdin_charge:R:1
K -0.32 0.03 -1.67 0.62
Cl 2.13 2.87 -8.48 0.56
C 1.32 2.43 -6.98 -0.71
C 1.96 1.61 -6.07 -0.17
C 1.31 1.27 -4.90 -0.58
Cl 2.11 0.25 -3.75 0.70
C -0.01 1.70 -4.55 -0.53
O -0.59 1.36 -3.49 -0.26
C -0.58 2.56 -5.55 -0.59
Cl -2.18 3.18 -5.23 0.64
C 0.04 2.92 -6.73 -0.18
H 2.95 1.24 -6.27 0.09
H -0.46 3.57 -7.43 0.09
N 0.48 2.89 0.33 0.11
C -0.87 2.82 0.37 -0.68
N -1.57 1.90 -0.21 0.05
C -2.92 2.13 -0.11 -0.34
C -3.27 3.24 0.59 -0.39
S -1.85 4.08 1.13 0.98
C -3.81 1.20 -0.80 -0.34
C -5.17 1.25 -0.79 -0.40
S -5.82 0.03 -1.82 0.97
C -4.15 -0.46 -2.21 -0.66
N -3.26 0.21 -1.57 0.09
N -3.94 -1.41 -3.14 0.10
H 0.91 1.95 0.16 0.04
H 0.94 3.44 1.04 0.09
H -4.24 3.65 0.79 0.05
H -5.82 1.92 -0.24 0.05
H -4.70 -2.01 -3.40 0.08
H -3.00 -1.83 -3.19 0.00
F -2.63 -6.21 -2.38 0.11
C -3.52 -5.26 -2.01 -0.59
F -4.59 -5.96 -1.52 0.07
F -3.97 -4.68 -3.14 0.10
C -3.00 -4.31 -0.97 -0.15
C -3.51 -4.42 0.31 -0.04
C -3.07 -3.55 1.30 -0.08
C -2.12 -2.61 0.93 -0.15
N -1.59 -2.51 -0.27 0.04
C -1.97 -3.35 -1.26 -0.77
S -1.19 -3.23 -2.77 0.56
H -4.25 -5.17 0.53 0.11
H -3.45 -3.61 2.31 0.09
H -1.75 -1.89 1.67 0.07
C 3.82 -1.80 0.81 -0.10
C 2.76 -1.61 1.89 -0.60
C 1.65 -2.66 1.73 -0.09
C 3.40 -1.76 3.27 -0.10
Si 1.95 0.10 1.60 0.41
O 1.28 0.25 0.19 -0.45
C 3.33 1.42 1.80 -0.19
C 3.68 2.12 0.64 -0.10
C 4.68 3.08 0.64 -0.09
C 5.36 3.38 1.81 -0.12
C 5.03 2.71 2.98 -0.11
C 4.03 1.74 2.97 -0.11
C 0.65 0.34 2.99 -0.18
C -0.68 0.11 2.60 -0.11
C -1.73 0.26 3.49 -0.09
C -1.49 0.65 4.80 -0.11
C -0.18 0.88 5.21 -0.11
C 0.87 0.72 4.31 -0.10
H 4.29 -2.79 0.88 0.07
H 4.60 -1.04 0.90 0.07
H 3.37 -1.70 -0.18 0.08
H 2.06 -3.68 1.78 0.08
H 1.14 -2.54 0.77 0.07
H 0.91 -2.56 2.52 0.07
H 3.81 -2.77 3.40 0.07
H 2.66 -1.59 4.07 0.07
H 4.22 -1.04 3.41 0.06
H 3.15 1.89 -0.28 0.10
H 4.93 3.60 -0.28 0.10
H 6.13 4.14 1.82 0.09
H 5.56 2.93 3.90 0.09
H 3.81 1.22 3.89 0.08
H -0.88 -0.16 1.57 0.08
H -2.75 0.08 3.16 0.10
H -2.31 0.79 5.50 0.09
H 0.03 1.18 6.23 0.09
H 1.88 0.89 4.66 0.08
```

Properties
Orbital gap: 0.2272 Eh
LUMO energy: 0.14066 Eh
Highest occupied orbital energy: -2.354 eV
ΔE to the lowest compared entry with this formula, charge and spin: 14.5 kcal/mol
Charge: -2

---

DFT total energy? In order: -504.23526 -3916.39622 -606.04489 -795.26203 -761.42715 -5502.36959 Ha.
M? In order: 158.24 562.65 89.12 134.35 314.44 867.38 g mol⁻¹.